<1>
Molecular formula: C3H2Cl2O2
Method: DFT, ωB97M-V with the def2-TZVPD basis set

Output
LUMO energy	0.05	eV
SMILES	O=C=COC(Cl)Cl

Geometry (Å):
C (0.509, 1.809, 0.116)
C (0.061, 0.893, 0.930)
C (-0.317, -1.377, -0.357)
O (0.681, 2.755, -0.530)
O (-0.341, -0.518, 0.787)
Cl (-1.462, -0.876, -1.601)
Cl (1.259, -1.390, -1.273)
H (-0.704, -2.393, -0.005)
H (0.315, 1.096, 1.934)

<2>
Molecular formula: C3H2Cl2O2
Method: DFT, ωB97M-V with the def2-TZVPD basis set

Output
LUMO energy (alpha / beta)	-0.06 / -0.06	eV

Geometry (Å):
C (2.017, -0.107, 0.023)
C (-0.228, -0.586, 0.385)
C (-1.262, 0.374, -0.267)
O (2.661, -0.461, -0.882)
O (-0.400, -1.631, 0.838)
Cl (-2.741, -0.582, -0.541)
Cl (-1.525, 1.677, 0.934)
H (2.513, 0.458, 0.774)
H (-1.035, 0.857, -1.264)

<3>
Molecular formula: C3H2Cl2O2
Method: DFT, ωB97M-V with the def2-TZVPD basis set

Output
LUMO energy (alpha / beta)	-1.40 / -0.59	eV

Geometry (Å):
C (1.169, -0.261, -0.721)
C (-0.236, -0.222, -0.758)
C (-0.999, 0.139, 1.126)
O (1.752, 0.047, -1.733)
O (-1.017, -0.838, 0.268)
Cl (0.126, -0.020, 2.368)
Cl (-1.768, 1.643, 1.030)
H (1.786, -0.553, 0.095)
H (-0.812, 0.064, -1.674)

The structure shown above that is most stable: <1>.